Density functional theory data (ωB97M-V with the def2-TZVPD basis set) for a structure of composition ArH26O13 in a non-equilibrium geometry.

Output
Energy relative to the best compared isomer or geometry (same formula, charge and spin) ... 74.0 kJ/mol
HOMO level ... -10.5 eV
E_tot ... -41394.7551 eV
Molar mass ... 274.1 g mol⁻¹

Structure (XYZ):
```
40
Properties=species:S:1:pos:R:3:lowdin_charge:R:1
Ar -0.00498 0.09175 0.32686 0.128
O -1.88134 -1.69950 3.06026 -0.064
H -1.19510 -2.26271 2.70234 -0.019
H -2.42136 -2.28616 3.58983 0.042
O -3.93184 -0.29381 1.28489 -0.043
H -3.28879 -0.93798 1.58114 0.011
H -4.52382 -0.78868 0.71841 0.049
O -1.28273 -1.15505 -3.21293 -0.037
H -1.48043 -0.92257 -4.12018 0.057
H -2.12103 -1.44158 -2.85048 0.059
O 1.66551 3.40036 2.98504 -0.054
H 1.95576 2.89199 2.22769 -0.017
H 2.01330 4.27889 2.83192 0.030
O 1.49631 -0.25847 -3.09076 -0.048
H 1.90687 -0.77242 -3.78612 0.047
H 0.59298 -0.57363 -3.06084 -0.020
O 0.50008 -3.42872 -1.64134 -0.046
H 1.10863 -3.95632 -2.15857 0.034
H 0.29473 -2.68056 -2.20198 -0.014
O -3.21471 1.48426 -0.80570 -0.057
H -3.38224 0.94322 -0.03405 -0.006
H -4.08274 1.65894 -1.16935 0.057
O 2.97419 2.02532 0.45461 -0.054
H 3.16130 2.90632 0.13046 0.051
H 3.66990 1.84993 1.08820 0.052
O -0.29500 -3.87652 2.47434 -0.050
H 0.26741 -4.16058 3.19493 0.054
H 0.30723 -3.49343 1.83654 0.005
O 3.86787 -0.36214 -1.35468 -0.066
H 3.42293 0.27551 -0.79641 -0.017
H 3.32601 -0.41100 -2.14222 -0.013
O 2.13567 -2.74621 1.48257 -0.047
H 2.59997 -2.73432 0.64560 0.043
H 2.41336 -1.94273 1.92249 0.046
O -2.27327 3.84164 0.07373 -0.059
H -2.45037 3.60004 0.98285 0.050
H -2.42750 3.03785 -0.42261 -0.020
O 0.46844 3.81838 -0.71054 -0.064
H 0.53074 3.47777 -1.60291 0.028
H -0.42195 3.60292 -0.43303 -0.025
```